{"formula": "C81H167N5O23S9", "method": "ωB97M-V/def2-TZVPD", "e_lumo_ev": -0.068, "orbital_gap_ev": 7.9, "homo_energy_ev": -7.99, "elements": ["S", "S", "S", "S", "S", "S", "S", "S", "S", "O", "O", "O", "O", "O", "O", "O", "O", "O", "O", "O", "O", "O", "O", "O", "O", "O", "O", "O", "O", "O", "O", "O", "N", "N", "N", "N", "N", "C", "C", "C", "C", "C", "C", "C", "C", "C", "C", "C", "C", "C", "C", "C", "C", "C", "C", "C", "C", "C", "C", "C", "C", "C", "C", "C", "C", "C", "C", "C", "C", "C", "C", "C", "C", "C", "C", "C", "C", "C", "C", "C", "C", "C", "C", "C", "C", "C", "C", "C", "C", "C", "C", "C", "C", "C", "C", "C", "C", "C", "C", "C", "C", "C", "C", "C", "C", "C", "C", "C", "C", "C", "C", "C", "C", "C", "C", "C", "C", "C", "H", "H", "H", "H", "H", "H", "H", "H", "H", "H", "H", "H", "H", "H", "H", "H", "H", "H", "H", "H", "H", "H", "H", "H", "H", "H", "H", "H", "H", "H", "H", "H", "H", "H", "H", "H", "H", "H", "H", "H", "H", "H", "H", "H", "H", "H", "H", "H", "H", "H", "H", "H", "H", "H", "H", "H", "H", "H", "H", "H", "H", "H", "H", "H", "H", "H", "H", "H", "H", "H", "H", "H", "H", "H", "H", "H", "H", "H", "H", "H", "H", "H", "H", "H", "H", "H", "H", "H", "H", "H", "H", "H", "H", "H", "H", "H", "H", "H", "H", "H", "H", "H", "H", "H", "H", "H", "H", "H", "H", "H", "H", "H", "H", "H", "H", "H", "H", "H", "H", "H", "H", "H", "H", "H", "H", "H", "H", "H", "H", "H", "H", "H", "H", "H", "H", "H", "H", "H", "H", "H", "H", "H", "H", "H", "H", "H", "H", "H", "H", "H", "H", "H", "H", "H", "H", "H", "H", "H", "H", "H", "H", "H", "H", "H", "H", "H", "H"], "xyz": [[-1.0226, -3.9160, -6.9506], [4.1248, -0.9163, -5.2843], [5.9052, -3.2482, 0.9469], [7.0831, -0.2586, -2.1491], [1.1519, -0.6089, -0.2070], [-5.0177, -4.3456, -2.2326], [-6.7451, 0.9329, 3.0436], [5.1320, 2.2070, 3.5734], [-2.3258, 4.6408, 0.6127], [0.3913, -3.9073, -6.6315], [-1.7952, -8.0500, -3.1719], [-5.1738, -5.3219, -3.3136], [-1.4110, -3.3863, 6.3208], [1.1515, -0.9098, 1.2190], [-3.7447, -3.6629, -2.0252], [6.5757, 2.2414, 3.6423], [4.8865, -1.3357, -4.0997], [4.3680, -1.3575, -6.6641], [6.0269, -1.8446, 1.4638], [2.2556, 0.1038, -0.9035], [2.2375, 5.5166, 1.3510], [-6.7506, 0.7527, 4.4997], [-1.6085, -4.6637, -8.0471], [-7.7845, 1.6747, 2.3238], [7.0446, -4.0931, 0.5793], [-3.5499, 4.0152, 1.1164], [7.1100, -1.6510, -1.7273], [7.4102, 0.0903, -3.5292], [-2.0210, 3.8321, 4.6710], [-1.3861, 3.7420, -0.0064], [-1.2922, 3.5568, -2.8225], [4.3072, 3.4046, 3.2813], [3.0318, 5.6620, 0.2211], [-1.1786, 3.3520, 5.5956], [-1.2457, -4.0406, 5.1046], [-2.4574, 3.9184, -3.5151], [-0.9806, -8.0968, -2.0300], [-0.5550, -1.6244, -1.9654], [-1.8171, -5.9138, -1.2523], [5.5199, 0.6190, -1.6125], [-0.3878, 5.7200, 6.4479], [-3.3826, -5.2779, 5.0136], [0.3729, -6.8223, -0.4080], [1.7900, 3.9241, -1.0692], [7.3757, 1.9925, -0.4705], [4.0948, 0.0651, 4.8273], [0.6092, 1.7588, 6.3127], [1.5024, -7.9546, -0.4174], [-7.4428, -3.5112, -1.5587], [1.2879, -4.1029, 5.2545], [2.4593, 5.3217, -1.0843], [-6.2642, -3.0385, -2.4821], [-1.1297, -3.9535, 2.2257], [3.9726, 0.9053, -5.1139], [-2.3492, 4.3754, 7.5691], [4.5479, 1.5985, 5.1804], [-4.1138, 2.7506, -2.0563], [1.3583, 6.3620, -1.6604], [0.8733, -8.9097, -3.4788], [0.9265, 3.4325, 4.2652], [1.1075, 2.7487, 7.3877], [-4.7788, 3.2439, -4.3843], [-1.1465, 4.4334, -5.5972], [3.5209, 0.0313, 3.3429], [-0.0356, 2.5490, 5.0924], [2.3058, -1.2115, -4.8924], [-3.4768, 2.8340, -3.5203], [0.5741, -2.0924, -1.1555], [-0.6504, 1.4327, 4.1388], [-2.8003, -2.9137, -5.1156], [3.5747, 5.1697, -2.1708], [-2.9563, 1.4993, -4.1158], [-1.5169, -2.1604, -7.1166], [-4.4118, 3.9359, -5.6615], [-2.1112, -4.2279, -5.3863], [4.4908, 0.8250, 2.5131], [4.6879, -3.2803, -0.4500], [4.8737, 6.4365, 1.5879], [3.4633, -4.2899, 1.4416], [4.5323, 6.3721, -2.2974], [-0.0654, 3.5980, 7.8825], [-1.4397, -0.6400, -1.1830], [-1.8465, 6.2116, -3.9931], [0.1733, -4.1374, 3.0503], [0.9414, -9.2234, -1.0031], [0.1614, -1.9908, 4.4682], [-6.5408, -0.6836, 2.2997], [0.0503, -3.5552, 4.4697], [-1.4841, 5.7286, 1.7844], [-0.5521, -6.7321, -1.6445], [-2.6884, 7.2866, 0.1922], [-3.5790, 5.2325, -5.4137], [-5.6532, -5.0604, -0.7257], [3.4483, 8.0772, 0.4382], [2.6115, 1.1731, -4.5143], [-0.0075, -9.1484, -2.2103], [-4.3932, 0.5459, 1.6786], [0.2227, -5.8268, -2.6899], [6.0545, 2.0633, -1.2439], [-5.5251, -0.3988, 1.1553], [-3.3020, -2.8164, 4.3831], [-0.7633, -10.5414, -2.1527], [8.1889, 0.7765, -1.0832], [3.6703, -4.4353, -0.0964], [-2.6817, 5.9570, -0.6563], [-6.7373, -4.1069, -0.3007], [-1.5141, 7.2046, 1.2004], [-2.5606, -4.1129, 4.3838], [-0.9882, 4.2626, 6.8015], [4.0394, 6.6714, 0.3258], [5.1036, 6.6353, -0.8854], [4.8552, -4.1407, 2.0830], [-0.4502, 0.3612, -0.5177], [-2.2918, 4.8975, -4.5962], [-5.0889, 1.5827, 2.5265], [-2.0380, -1.7438, -5.6815], [1.6328, 0.1546, -5.1633], [-2.2720, -4.6958, 2.9447], [-1.3993, 6.8167, -4.7818], [5.5782, 7.6075, -1.0189], [2.8661, -3.3993, 1.6376], [1.2690, -6.1280, -2.7411], [2.4839, 0.3509, 3.2400], [-5.1046, -1.3217, 0.7560], [4.1688, 8.7568, 0.8934], [4.1646, 1.0719, 1.5028], [-1.4212, 3.9915, -1.9764], [-3.1714, -4.8131, 2.3401], [4.8614, -0.6834, 5.0275], [-4.5899, 1.8878, 3.4463], [5.4087, 2.5890, -0.5406], [-2.3977, -5.7750, -2.1643], [-2.0104, -5.7474, 3.0616], [7.1323, 1.7826, 0.5711], [2.7984, -4.4251, -0.7505], [2.3642, 3.2191, -0.4680], [4.7533, 0.6606, -2.3863], [-1.4606, 3.4445, -5.9311], [-0.3265, -6.7689, 0.4263], [5.0271, 0.1295, -0.7725], [-4.3188, -3.0961, 4.1076], [3.2056, 4.8137, -3.1326], [-0.6394, -1.6614, -7.5277], [-3.4886, 5.5878, -1.2892], [-1.2158, -4.0512, 6.9852], [-3.8160, -2.8840, -5.5102], [1.6422, 3.4311, -2.0300], [2.6904, 4.8263, 1.8410], [-1.1041, -4.3260, 1.2017], [-6.0503, -1.2410, 3.0977], [4.8861, 1.1822, -4.5877], [-0.9056, 1.8719, 3.1744], [-1.9692, -1.0778, -0.3368], [2.5655, 1.0234, -3.4356], [1.8916, 3.3889, 6.9834], [0.3908, 6.1788, -1.1930], [-2.8224, 3.6733, 5.1750], [-0.8349, 0.6159, 0.4698], [-1.6381, -10.5128, -2.8023], [1.1756, -1.5917, 4.4798], [0.3882, 4.1213, 3.6142], [-2.6252, 8.2001, -0.3990], [0.8877, -5.8875, -0.1860], [1.5472, 2.2067, 8.2250], [-0.0422, -6.0499, -3.7234], [0.1170, 0.7153, 3.8481], [6.0797, 2.6741, -2.1463], [-1.2161, -10.7172, -1.1769], [5.3682, 0.1832, 2.4322], [-1.4966, 0.8927, 4.5636], [-4.5532, 3.7211, -1.8260], [-8.1429, -2.7419, -1.2330], [0.7809, 3.9764, -0.6606], [-1.8308, 5.8921, -1.3344], [-3.1480, 4.9295, 7.0763], [4.9300, 5.3658, 1.7842], [2.6349, 8.0883, 1.1637], [-0.6119, 7.5421, 0.6904], [-5.2606, 2.5221, 2.0010], [-2.8207, -5.0333, -5.5758], [-1.0308, 5.9744, -3.3101], [5.9547, 5.9838, -0.6873], [1.5870, 4.0518, 4.8721], [-5.3997, 2.4091, -4.7092], [-2.9566, -2.7982, -4.0430], [-0.5208, 5.2309, 1.8953], [1.4657, 1.1862, 5.9567], [-1.9990, 5.5254, 2.7235], [-2.2375, 4.9350, 8.4978], [-2.6932, 3.3922, 7.8902], [1.0952, -9.8767, -3.9302], [4.1219, -2.3675, -0.2641], [-4.0370, 6.0336, -4.8335], [-0.1288, -11.3804, -2.4384], [-4.8534, 1.9503, -2.0314], [-0.9860, 5.0726, -6.4654], [-6.3397, -3.3516, 0.3771], [2.0074, -2.0412, -5.5332], [0.4040, -9.6769, -0.1703], [-2.3540, -2.1188, -7.8135], [-6.2656, -5.8762, -1.1098], [-2.5618, 1.6402, -5.1221], [0.3023, -2.7927, -0.3656], [-3.7655, 0.9891, 0.9054], [-5.9733, -2.1011, -2.0081], [-1.1950, -2.4804, -2.1793], [-5.4927, 3.8873, -3.8701], [0.3715, 4.3637, 8.5234], [-3.9230, 3.2303, -6.3333], [-6.5526, -2.9848, -3.5319], [-1.1228, -7.8412, -3.8245], [1.8940, -7.8877, 0.5976], [-5.9967, -0.0144, 0.2509], [-3.3556, 2.5666, -1.2951], [-8.1591, -4.2354, -1.9465], [0.5313, -8.2483, -4.2749], [-3.9713, -5.7481, 4.2259], [3.2813, -0.2648, 5.4735], [2.2740, -3.7088, 5.0090], [-0.6129, 3.1686, 8.7215], [0.6896, 5.6013, 6.3331], [7.9366, 2.9131, -0.6311], [1.7088, 7.3903, -1.5718], [-7.5135, -1.0434, 1.9643], [-3.2916, -2.2595, 5.3201], [4.0338, -5.4456, -0.2840], [-4.0886, -4.8347, 5.7159], [-0.2645, 4.0420, -5.0904], [1.4847, -2.4619, -1.6270], [0.8140, -3.6129, 2.3414], [0.1403, -4.7608, -2.4780], [2.2105, 2.1725, -4.6832], [5.3038, 6.1653, -3.0390], [-7.4069, -4.6817, 0.3391], [-2.6744, -5.9142, 5.5443], [-0.4694, -1.4491, 3.7633], [1.2251, 6.2438, -2.7358], [-3.2403, 5.6119, -6.3777], [-2.7489, -0.9176, -5.6886], [-3.6950, 0.7012, -4.1905], [-0.8304, 6.0762, 5.5177], [2.3386, -7.6665, -1.0545], [4.2065, 4.3098, -1.9485], [2.2716, -1.3214, -3.8085], [-3.5949, 7.2493, 0.7963], [4.0699, 1.4047, -6.0778], [5.2433, 1.9201, 5.9557], [9.1398, 0.9283, -1.5939], [-0.2192, 1.2338, -1.1287], [5.8107, 6.9932, 1.5739], [-1.7225, -4.9546, -0.7434], [-0.0949, -1.6042, 5.4546], [-1.4087, -4.5009, -4.5988], [-5.3426, 4.2134, -6.1561], [1.5773, 0.3304, -6.2376], [3.9414, 7.2375, -2.5976], [1.4028, -5.1766, 5.1065], [1.0696, -4.0870, 6.3223], [-2.9761, -2.0816, 3.6469], [-1.3715, -1.1525, -5.0536], [2.8714, -5.1325, 1.7990], [-2.0975, -0.0808, -1.8484], [8.3650, -0.0678, -0.4167], [1.8886, -8.5429, -3.3281], [3.5310, -1.0001, 2.9902], [4.8286, -3.5623, 3.0065], [4.3400, 6.8044, 2.4642], [-4.8657, -5.5231, -0.1309], [-1.3695, -2.9003, 2.0794], [-2.0748, 1.0852, -3.6264], [-2.5282, 6.6909, -3.2906], [1.7882, -9.9004, -1.1158], [3.0839, 8.4114, -0.5332], [-2.4111, -6.4804, -0.5351], [0.6406, 0.1715, -4.7124], [1.5804, 2.9029, 3.5723], [-0.5842, 6.4773, 7.2068], [-0.1455, 1.1384, 6.7958], [3.7096, 2.2897, 5.2680], [5.2289, -3.3081, -1.3959], [0.3939, -5.2034, 3.1056], [-3.6993, -0.1168, 2.1958], [-1.6628, 7.9298, 2.0004], [5.3627, -5.0776, 2.3127], [-0.1573, -1.1212, -2.8468]], "atomic_forces_ev_per_a": [[-2.0, 0.7, 1.0], [-1.4, 0.0, 0.6], [0.0, 1.1, -1.0], [-0.2, 1.3, -0.6], [-1.6, 2.0, -1.1], [0.5, 0.4, -1.7], [0.3, 0.5, 0.3], [-1.6, 0.5, 0.0], [-1.5, 0.9, -1.0], [-0.5, -0.5, -0.1], [0.1, 0.2, 0.2], [0.4, 1.0, 1.1], [-0.3, 0.4, 0.7], [0.9, -0.1, -0.6], [-0.6, -0.5, 0.1], [-0.3, 0.3, -0.8], [-0.6, -0.1, -1.7], [0.2, 0.6, 1.9], [0.1, -2.6, -1.0], [-1.3, -1.5, 1.3], [-0.7, 0.4, -0.1], [-0.4, 0.5, -1.4], [0.9, 0.1, 0.4], [0.9, -0.7, 1.0], [-1.0, 1.3, 0.8], [1.0, 1.0, 0.0], [-0.1, 1.0, -0.2], [-0.5, -0.3, 0.8], [-1.4, 1.2, -1.3], [0.7, -0.6, -0.1], [-0.1, 0.0, -0.8], [1.4, -1.1, 0.0], [1.1, -1.5, -2.2], [3.2, -1.6, 4.5], [1.4, -0.9, -1.3], [-2.6, 0.0, -0.3], [-0.5, 0.8, 1.3], [-1.5, -0.1, -0.5], [-0.3, -1.1, -0.3], [0.7, 1.1, 0.2], [-0.6, -1.6, -0.1], [0.0, 1.7, 0.6], [0.4, -0.3, 0.1], [-0.5, 0.1, 0.9], [0.8, -1.8, -1.7], [-0.9, 1.4, 0.4], [0.1, 2.1, -0.3], [-1.5, 2.5, -0.9], [0.3, -0.5, 0.9], [-1.2, -1.1, 0.6], [-1.2, -0.2, -1.8], [-1.8, -0.9, 1.3], [-1.1, -0.8, 0.8], [0.9, 0.1, -0.8], [0.2, 0.4, -0.2], [-1.1, -1.0, -1.8], [1.5, -0.4, -1.1], [1.3, -0.7, 0.2], [0.6, -1.1, -0.4], [0.4, -0.1, 0.0], [-0.8, -0.3, -0.4], [1.1, 0.2, -0.1], [-1.2, -1.6, 0.8], [0.6, -0.1, 1.2], [-1.0, -1.1, -0.6], [0.9, 1.0, -0.6], [-2.0, 0.3, 0.3], [2.0, 0.2, 2.0], [0.9, 1.0, -0.1], [-0.2, 0.0, 0.9], [1.1, 0.1, 0.3], [0.6, 0.1, 0.1], [-0.4, 0.0, 1.2], [-0.1, 1.5, -0.2], [1.1, 0.0, -1.0], [1.3, -0.2, 0.3], [-0.5, -0.8, 1.1], [-0.9, -0.1, 0.6], [-0.2, 0.0, -1.0], [-1.4, -0.8, 1.2], [0.7, 0.6, 0.3], [1.7, 1.1, 0.6], [1.5, -0.5, 0.9], [-1.8, 0.6, -1.5], [0.0, -0.6, 2.3], [-0.2, -0.1, 1.0], [1.0, 0.9, -0.7], [0.7, 1.0, -0.6], [0.0, 0.0, -0.3], [1.0, 1.9, 0.5], [-0.3, -1.5, 0.0], [0.8, -2.1, 0.4], [-0.8, -0.8, -1.6], [-0.1, 0.1, 0.1], [-1.2, -0.2, 0.2], [1.3, -0.7, 0.4], [-0.6, -1.1, -0.2], [0.2, -1.8, -0.5], [-0.9, -0.7, 0.2], [0.2, -0.3, -0.6], [-0.8, 0.6, -0.5], [-0.4, 1.1, -0.9], [-0.9, -1.2, 0.6], [1.4, 0.3, 0.2], [0.8, -0.1, 1.1], [-0.2, 0.5, 1.5], [-0.3, -0.9, 0.0], [1.5, -1.6, -0.9], [0.0, 0.6, 0.4], [1.8, 1.2, -0.3], [-0.6, 0.4, -0.6], [-0.4, -0.3, 0.7], [0.4, -0.8, 0.1], [1.5, 0.2, -1.1], [-0.4, 0.8, 0.8], [0.0, 1.4, -1.2], [1.1, -0.7, 0.1], [0.6, 0.9, 0.3], [-0.4, 0.5, 0.2], [-0.1, 0.4, 0.8], [0.1, 0.2, 0.1], [0.3, 0.3, 0.5], [0.1, 0.3, 0.4], [0.2, -0.3, 0.4], [0.2, 0.2, -0.5], [0.0, 0.6, 0.2], [0.4, -0.3, 0.6], [-0.4, 0.7, 0.1], [0.4, 0.4, -0.5], [0.1, -0.4, 0.0], [-0.7, -0.1, -0.3], [-0.1, 0.1, 0.2], [0.5, -0.1, 0.3], [0.4, 0.2, 0.0], [-0.4, 0.6, 0.4], [0.1, 0.0, 0.1], [0.5, -0.2, -0.2], [-0.6, 0.0, -0.8], [0.2, -1.3, 0.6], [0.5, -0.2, 0.2], [-0.3, 0.4, 0.1], [-0.8, 0.6, -0.1], [-0.1, 0.2, 0.2], [-0.6, 0.5, 0.5], [0.0, -0.1, 0.1], [0.0, -0.3, -0.4], [0.3, 0.5, -0.4], [0.0, -0.3, 0.3], [0.6, -0.3, 0.0], [-0.3, -0.4, -0.1], [-0.3, 0.1, 0.5], [-0.5, 0.2, 0.1], [-0.3, -0.5, -0.5], [0.3, -0.1, 0.2], [0.0, 0.1, -0.1], [0.1, 0.3, 0.2], [-0.9, 0.2, -0.8], [0.4, 0.4, -0.1], [0.2, 0.0, -0.4], [0.3, -0.4, -1.0], [-0.4, 0.0, 0.2], [-0.2, -0.2, 0.0], [0.1, 0.5, -0.8], [0.0, 0.0, 0.1], [-0.7, 0.4, -0.1], [0.2, -0.1, 0.4], [0.4, -0.1, -0.1], [0.5, 0.2, 0.2], [0.2, 0.1, -0.3], [0.0, 0.2, 0.1], [-0.2, -0.2, -0.1], [0.5, 0.6, -0.1], [0.1, 0.0, 0.3], [0.3, 0.3, 0.3], [0.0, -0.2, -0.5], [0.8, 0.0, -0.2], [-0.3, -0.3, -0.1], [0.3, -0.7, 0.1], [-0.2, -0.2, -0.3], [0.3, -0.1, -0.2], [0.5, 0.0, -0.2], [-0.3, -0.5, 0.2], [0.0, 0.0, 0.2], [0.4, -0.7, 0.6], [0.2, 0.0, 0.1], [0.3, 0.5, -0.2], [-0.2, -0.3, -0.2], [-0.2, 0.6, 0.1], [0.5, 0.1, 0.1], [-0.1, -0.1, -0.4], [-0.3, -0.1, -0.3], [0.2, 0.3, -0.5], [-0.8, -0.3, -0.3], [0.1, 0.1, 0.1], [-0.1, 0.1, 0.1], [0.2, 0.1, 0.3], [0.0, 0.5, -0.3], [-0.2, -0.1, 0.4], [-0.4, -0.2, -0.1], [0.1, -0.1, -0.1], [0.5, -0.5, -0.3], [-0.3, 0.3, -0.3], [-0.2, -0.1, 0.0], [-0.4, 0.2, -0.3], [0.6, 0.0, -0.6], [0.1, -0.1, -0.8], [0.4, 0.1, 0.6], [0.2, 0.9, -0.5], [0.4, 0.2, -0.1], [0.4, 0.1, 0.1], [-0.4, 0.1, -1.1], [0.0, -1.1, 0.1], [-0.4, 0.6, 0.3], [0.1, -0.2, 0.0], [0.6, -0.4, -0.6], [-0.5, -0.2, 0.0], [0.1, -0.4, 0.2], [-0.1, 0.3, 0.3], [-0.3, 0.6, 0.0], [-0.6, -1.1, -0.7], [0.0, 0.2, -0.1], [0.0, -0.1, 0.5], [-0.3, 0.0, 0.4], [0.2, -0.2, 0.2], [-0.1, -0.5, 0.2], [0.7, 0.0, 0.0], [-0.1, -0.3, 0.3], [0.5, 1.2, 0.3], [-0.3, -0.1, -0.5], [1.2, 0.0, 1.0], [-0.1, -0.2, 0.0], [0.5, 0.2, -0.2], [0.1, 0.2, 0.1], [-0.4, 0.1, -0.1], [-0.3, -0.4, -0.3], [0.1, -0.3, -0.2], [0.0, -0.5, -0.1], [-0.1, 0.3, 0.1], [-0.5, 0.0, -1.1], [-0.3, 0.2, 0.3], [0.1, 0.0, -0.1], [0.0, 0.6, -0.1], [0.1, -0.2, 0.8], [0.1, -0.8, -0.1], [-0.3, 0.4, -0.3], [-0.2, -0.4, -0.3], [0.3, -0.9, -0.1], [-0.4, 0.4, -0.3], [0.1, 0.0, 0.1], [0.2, -0.4, -0.2], [0.8, 0.2, -0.4], [-0.7, -0.3, 0.2], [-0.1, 0.0, 0.0], [-0.1, 0.0, -0.2], [-0.2, 0.1, -0.1], [0.1, 0.2, -0.3], [-0.2, -0.2, -0.4], [0.4, 0.7, 0.2], [0.3, -0.2, -0.3], [1.2, -1.2, 0.3], [0.3, -0.1, 0.3], [-0.2, -0.3, 0.2], [0.3, 0.6, 1.0], [-0.1, 0.3, 0.8], [0.0, -0.1, 0.0], [0.0, 0.0, 0.0], [-0.2, 0.2, 0.1], [-0.1, 0.8, 0.4], [0.0, 0.3, 0.4], [-0.1, 0.2, 0.6], [-0.6, 0.3, -0.8], [-0.2, -0.3, -0.8], [0.1, 0.4, 0.2], [-0.2, -0.5, -0.1], [0.0, 0.2, -0.1], [0.1, -0.5, 0.2], [-0.1, -0.3, 0.2], [0.0, -0.3, -0.4], [-0.6, -0.6, 0.3], [-0.1, 0.1, 0.1], [0.2, 0.0, -0.1], [0.0, 0.2, 0.7], [-0.1, -0.2, 0.1], [-0.1, -0.1, -0.3], [-0.3, -0.2, -0.3]], "mulliken_charge": [1.090, 1.015, 0.992, 1.100, 0.442, 1.233, 1.201, 0.952, 0.676, -0.549, -0.500, -0.899, -0.440, 0.434, -0.100, -0.716, -0.412, -0.734, -0.481, -0.003, -0.135, -0.697, -0.717, -0.674, -0.735, -0.599, -0.607, -0.692, 0.064, 0.079, 1.961, -0.411, 1.243, 0.036, 0.237, -0.235, 0.065, 2.152, -2.488, 1.690, -1.605, -1.953, -1.091, -0.885, -0.776, -1.047, -0.306, -0.875, -0.839, -1.986, 1.283, -0.555, 1.513, -0.889, -2.204, -0.393, -1.584, -0.923, -1.450, -0.213, -0.725, -1.278, -1.838, 1.761, 1.991, -0.167, 1.668, -0.831, -0.569, -0.293, -0.952, -1.913, -0.894, -0.688, 0.110, -0.483, -0.332, -2.117, 0.733, -0.997, -1.561, -0.840, -1.758, 0.316, -1.806, -1.074, -0.695, 1.985, -0.011, 3.024, -1.032, -1.253, -0.996, -1.897, 0.740, 1.885, 1.715, -1.101, -0.389, -0.433, -1.688, -1.921, -0.919, -0.408, 0.525, -0.224, -0.549, 2.315, 1.776, 1.689, -1.327, -1.082, -0.245, 1.592, -0.438, 0.565, -0.301, -2.354, 0.589, 0.393, -0.839, 0.436, -0.875, 0.161, 0.503, 0.179, -0.806, 0.578, 0.487, 0.193, 0.113, 0.581, 0.489, 0.092, -0.203, 0.329, -0.889, 0.429, 0.590, -0.536, 0.575, 0.612, 0.473, 0.717, 0.381, 0.393, 0.144, 0.118, -1.193, 0.047, 0.354, -0.432, 0.307, -0.674, 0.265, -0.714, 0.288, -0.167, 0.402, -0.185, -0.604, 0.443, -0.247, 0.510, -0.116, -0.735, 0.456, 0.410, 0.431, 0.848, 0.525, 0.443, -0.332, -1.065, 0.494, 0.270, 0.210, 0.109, 0.264, 0.652, -0.068, 0.487, 0.292, 0.424, -0.042, -0.726, -0.811, 0.732, 0.485, 0.452, 0.465, -0.470, 0.390, 0.415, 0.546, 0.490, -0.133, 0.641, 0.450, 0.362, 0.444, 0.599, -0.473, -0.412, 0.114, -0.229, 0.448, 0.491, 0.377, 0.468, 0.421, 0.607, 0.181, -0.314, 0.313, 0.204, 0.320, 0.483, 0.142, 0.498, 0.348, 0.475, 0.372, 0.621, 0.370, 0.540, 0.471, 0.212, 0.574, -1.406, -0.004, 0.472, 0.470, 0.512, 0.400, -0.162, 0.264, 0.378, 0.106, 0.701, 0.163, 0.247, -0.138, -0.463, 0.360, 0.429, 0.475, 0.402, -0.266, 0.526, -0.099, 0.782, -0.688, 0.449, 0.495, 0.360, 0.501, 0.441, 0.053, -0.516, 0.541, 0.123, 0.416, 0.328, -0.741, 0.344, 0.443, 0.353, -0.292, -0.291, 0.359, 0.412, 0.414, 0.605, -0.541, -0.089, 0.478, 0.566, -0.213, 0.899, 0.866, -0.892, 0.482, 0.466, -1.060]}